A structure of composition C23H28MoN2O5S2 in a non-equilibrium geometry. Source: the Open Molecules 2025 dataset; level of theory: wB97M-V/def2-TZVPD.

Atoms and positions in Å:
Mo1 0.776 -0.119 1.123
C1 3.477 1.213 2.135
O1 2.216 0.782 2.630
C2 1.611 1.762 3.464
C3 0.232 1.262 3.859
O2 -0.518 1.053 2.661
C4 -1.898 0.835 2.939
H1 4.152 1.422 2.970
H2 3.369 2.118 1.524
H3 3.888 0.398 1.533
H4 1.507 2.709 2.909
H5 2.231 1.926 4.356
H6 -0.264 2.026 4.471
H7 0.308 0.323 4.431
H8 -2.315 1.720 3.430
H9 -2.039 -0.044 3.578
H10 -2.402 0.672 1.984
C5 0.616 -0.086 -2.311
C6 -0.297 -1.109 -1.730
C7 -1.019 -1.885 -2.655
C8 -1.778 -2.943 -2.247
C9 -1.793 -3.261 -0.876
C10 -2.458 -4.400 -0.381
C11 -2.444 -4.696 0.957
C12 -1.736 -3.881 1.839
C13 -1.065 -2.768 1.377
S1 -0.088 -1.834 2.487
C14 -1.079 -2.407 0.014
N1 -0.369 -1.309 -0.413
H11 1.136 -0.523 -3.161
H12 1.349 0.266 -1.587
H13 0.041 0.760 -2.687
H14 -0.942 -1.636 -3.700
H15 -2.325 -3.547 -2.956
H16 -2.962 -5.043 -1.084
H17 -2.966 -5.556 1.340
H18 -1.686 -4.120 2.890
C15 2.865 -3.330 0.774
C16 2.942 -2.060 -0.007
N2 3.813 -1.965 -1.012
O3 2.200 -1.087 0.269
H19 3.850 -3.638 1.115
H20 2.472 -4.134 0.151
H21 2.209 -3.201 1.636
H22 4.447 -2.716 -1.237
H23 3.860 -1.124 -1.571
O4 -2.819 5.360 -4.413
C17 -2.903 4.131 -3.922
O5 -3.706 3.336 -4.320
C18 -1.923 3.734 -2.845
C19 -2.326 2.709 -1.989
C20 -1.473 2.217 -1.025
C21 -0.188 2.740 -0.934
S2 0.948 2.075 0.232
C22 0.230 3.765 -1.775
C23 -0.640 4.263 -2.730
H24 -2.179 5.932 -3.970
H25 -3.318 2.303 -2.105
H26 -1.764 1.415 -0.351
H27 1.232 4.153 -1.690
H28 -0.290 5.038 -3.396

The calculation puts the LUMO energy (alpha / beta) at -7.8242 / -7.3090 eV. The net charge is +2. As for the multiplicity: 3. As for the HOMO energy (alpha / beta): -0.49957 / -0.50680 hartree.

The molecule C23H28N2O3. Source: the Open Molecules 2025 dataset; level of theory: wB97M-V/def2-TZVPD.

Atoms and positions in Å:
C1 5.358 3.368 -1.244
O1 5.425 2.577 -0.083
C2 4.693 1.431 -0.031
C3 3.849 0.976 -1.038
C4 3.159 -0.214 -0.874
C5 3.277 -0.954 0.293
C6 2.594 -2.279 0.407
O2 2.806 -3.167 -0.401
N1 1.783 -2.452 1.479
C7 1.229 -1.390 2.286
C8 -0.271 -1.249 2.008
C9 -0.982 -2.574 2.282
C10 -2.505 -2.485 2.119
C11 -2.982 -1.984 0.756
C12 -3.023 -0.461 0.687
O3 -3.057 0.245 1.669
N2 -3.057 -0.004 -0.597
C13 -3.185 1.310 -1.066
C14 -3.180 2.417 -0.227
C15 -3.315 3.681 -0.773
C16 -3.451 3.855 -2.137
C17 -3.453 2.755 -2.989
C18 -3.614 2.944 -4.467
C19 -3.318 1.491 -2.442
C20 -0.350 -3.661 1.409
C21 1.150 -3.737 1.690
C22 4.131 -0.499 1.296
C23 4.831 0.676 1.136
H1 4.343 3.741 -1.419
H2 5.700 2.817 -2.126
H3 6.024 4.210 -1.065
H4 3.725 1.530 -1.955
H5 2.519 -0.574 -1.665
H6 1.739 -0.453 2.063
H7 1.386 -1.634 3.343
H8 -0.689 -0.459 2.632
H9 -0.406 -0.960 0.964
H10 -0.797 -2.843 3.330
H11 -2.926 -3.475 2.306
H12 -2.897 -1.800 2.874
H13 -4.007 -2.327 0.589
H14 -2.365 -2.383 -0.050
H15 -3.056 -0.702 -1.329
H16 -3.078 2.284 0.836
H17 -3.314 4.541 -0.120
H18 -3.557 4.848 -2.551
H19 -3.450 2.012 -5.002
H20 -4.619 3.298 -4.692
H21 -2.910 3.688 -4.835
H22 -3.319 0.625 -3.093
H23 -0.807 -4.630 1.614
H24 -0.490 -3.432 0.352
H25 1.634 -4.453 1.023
H26 1.320 -4.040 2.730
H27 4.255 -1.081 2.198
H28 5.500 1.035 1.902

The calculation puts the LUMO energy at 0.5388 eV. Its SMILES is COc1ccc(C(=O)N2CCC(CCC(=O)Nc3cccc(C)c3)CC2)cc1. As for the relative energy (zero: lowest compared OMol25 entry of this formula, charge and spin): 16.28 kJ/mol. As for the multiplicity: 1. As for the HOMO energy: -0.31275 hartree.

The molecule C23H28N2O3. Source: the Open Molecules 2025 dataset; level of theory: wB97M-V/def2-TZVPD.

Atoms and positions in Å:
C1 7.077 2.854 -0.676
O1 5.856 2.899 0.023
C2 5.142 1.754 0.165
C3 5.508 0.513 -0.350
C4 4.696 -0.582 -0.134
C5 3.501 -0.479 0.575
C6 2.703 -1.717 0.755
O2 3.237 -2.805 0.710
C7 1.210 -1.547 0.993
C8 0.542 -0.780 -0.158
C9 0.502 -1.655 -1.419
N1 -0.144 -2.936 -1.242
C10 -1.586 -2.965 -1.369
C11 -2.384 -2.064 -0.416
O3 -2.640 -2.386 0.725
N2 -2.750 -0.881 -0.984
C12 -3.454 0.195 -0.426
C13 -3.694 1.297 -1.242
C14 -4.385 2.397 -0.760
C15 -4.666 3.572 -1.648
C16 -4.834 2.383 0.554
C17 -4.601 1.293 1.381
C18 -5.095 1.305 2.796
C19 -3.907 0.198 0.887
C20 0.442 -3.672 -0.139
C21 0.506 -2.895 1.181
C22 3.146 0.768 1.093
C23 3.954 1.864 0.894
H1 6.933 2.546 -1.717
H2 7.792 2.181 -0.193
H3 7.467 3.870 -0.653
H4 6.421 0.389 -0.911
H5 4.978 -1.550 -0.522
H6 1.104 -0.964 1.916
H7 1.085 0.140 -0.380
H8 -0.470 -0.511 0.148
H9 0.009 -1.118 -2.235
H10 1.534 -1.861 -1.728
H11 -1.830 -2.709 -2.408
H12 -1.905 -3.993 -1.185
H13 -2.479 -0.737 -1.948
H14 -3.338 1.293 -2.264
H15 -5.665 3.485 -2.074
H16 -4.623 4.501 -1.083
H17 -3.952 3.623 -2.466
H18 -5.375 3.236 0.939
H19 -4.642 2.127 3.349
H20 -4.854 0.372 3.298
H21 -6.175 1.445 2.819
H22 -3.721 -0.656 1.516
H23 -0.125 -4.594 0.005
H24 1.459 -3.939 -0.441
H25 1.052 -3.493 1.912
H26 -0.504 -2.724 1.555
H27 2.247 0.885 1.680
H28 3.694 2.829 1.299

The calculation puts the LUMO energy at 0.6293 eV. Its SMILES is COc1ccc(C(=O)C2CCN(CC(=O)Nc3cc(C)cc(C)c3)CC2)cc1. As for the relative energy (zero: lowest compared OMol25 entry of this formula, charge and spin): 93.67 kJ/mol. As for the multiplicity: 1. As for the HOMO energy: -0.29678 hartree.

A cluster of 2 separate species, C23H28N2O4 in total in a non-equilibrium geometry. Source: the Open Molecules 2025 dataset; level of theory: wB97M-V/def2-TZVPD.

Atoms and positions in Å:
C1 1.700 -0.896 -6.273
N1 1.699 0.146 -5.240
C2 1.165 1.416 -5.747
C3 1.373 -0.238 -3.900
C4 2.326 -0.251 -2.866
C5 1.984 -0.651 -1.604
C6 0.666 -1.067 -1.292
C7 0.404 -1.458 0.041
C8 -0.786 -1.810 0.716
C9 -0.687 -2.144 2.090
C10 -1.788 -2.496 2.820
C11 -3.062 -2.544 2.226
N2 -4.230 -2.945 2.949
C12 -5.285 -1.949 3.173
C13 -4.783 -4.276 2.678
C14 -3.173 -2.197 0.871
C15 -2.079 -1.835 0.141
C16 -0.278 -1.061 -2.346
C17 0.066 -0.651 -3.601
H1 2.055 -1.839 -5.861
H2 0.690 -1.051 -6.651
H3 2.350 -0.605 -7.095
H4 1.142 2.163 -4.955
H5 1.790 1.783 -6.558
H6 0.149 1.276 -6.113
H7 3.333 0.056 -3.087
H8 2.726 -0.638 -0.821
H9 1.281 -1.480 0.665
H10 0.280 -2.115 2.565
H11 -1.697 -2.736 3.865
H12 -4.850 -0.964 3.334
H13 -5.941 -1.894 2.306
H14 -5.871 -2.221 4.048
H15 -3.982 -4.987 2.477
H16 -5.354 -4.624 3.535
H17 -5.431 -4.241 1.804
H18 -4.146 -2.220 0.411
H19 -2.244 -1.542 -0.875
H20 -1.277 -1.414 -2.203
H21 -0.670 -0.645 -4.387
C18 2.865 5.203 1.386
C19 2.539 3.911 2.144
C20 2.708 4.105 3.656
O1 1.147 3.607 1.887
C21 0.765 2.301 2.086
O2 -0.411 1.979 2.229
C22 1.759 1.298 2.117
C23 3.116 1.599 1.859
O3 3.922 0.675 1.776
O4 3.491 2.911 1.705
H22 2.750 5.035 0.317
H23 2.189 6.001 1.683
H24 3.891 5.507 1.577
H25 2.484 3.176 4.181
H26 3.732 4.392 3.892
H27 2.024 4.872 4.017
H28 1.464 0.273 2.251

The calculation puts the LUMO energy at -2.9459 eV. As for the relative energy (zero: lowest compared OMol25 entry of this formula, charge and spin): 606.99 kJ/mol. As for the multiplicity: 1. As for the HOMO energy: -0.23232 hartree.